# 1
A structure of composition C17H13AuN4O4, computed with ωB97M-V/def2-TZVPD.

XYZ file:
```
39
Properties=species:S:1:pos:R:3:forces:R:3
Au 0.03902 0.54481 -0.46706 -0.13 0.66 0.68
O 4.28409 -0.68539 1.44228 -0.02 0.00 0.04
C 3.11854 -0.25956 1.01382 -0.07 0.02 -0.01
O 2.47828 -0.72611 0.10263 0.43 -0.34 -0.07
C 2.58853 0.91882 1.74174 -0.12 0.04 -0.04
C 3.21520 1.48237 2.83546 -0.04 0.09 0.04
C 2.64720 2.60685 3.42393 0.10 -0.06 0.06
C 1.49868 3.13845 2.87371 -0.15 0.08 -0.06
C 0.94224 2.51377 1.76930 0.18 -0.28 -0.09
N 1.45687 1.41068 1.22089 0.06 -0.25 -0.14
C -0.23218 3.05562 1.04402 -0.32 0.00 -0.43
O -0.86307 4.02013 1.33412 0.17 -0.01 0.19
O -0.51036 2.37045 -0.08694 -0.10 0.36 0.09
H 4.58374 -1.44584 0.91735 0.00 0.00 0.01
H 4.13124 1.05192 3.21341 -0.01 -0.03 -0.03
H 3.11003 3.06268 4.28858 0.00 0.02 -0.01
H 1.02275 4.02887 3.26276 -0.02 0.00 -0.02
N -2.01526 -1.73501 -0.39459 0.17 0.18 0.41
C -2.57380 -0.56618 -0.86362 -0.10 -0.05 -0.22
C -3.96003 -0.44617 -0.94894 -0.01 -0.05 -0.04
C -4.50710 0.68569 -1.50199 -0.01 0.04 -0.01
C -3.67239 1.69158 -1.99664 -0.06 0.00 -0.01
C -2.32482 1.55883 -1.84532 0.18 -0.14 -0.06
N -1.78778 0.44756 -1.26497 -0.33 -0.08 -0.15
C -0.78374 -2.24877 -0.76928 -0.07 -0.03 -0.29
C -0.59257 -3.62626 -0.81175 -0.10 0.04 -0.02
C 0.56243 -4.11632 -1.37393 0.09 -0.02 -0.04
C 1.49804 -3.23147 -1.91214 -0.03 -0.09 -0.02
C 1.28865 -1.89030 -1.76621 -0.27 0.17 -0.14
N 0.17511 -1.39770 -1.15982 0.55 -0.25 0.28
H -2.68176 -2.41732 -0.06686 -0.01 -0.01 0.03
H -4.58143 -1.26217 -0.60448 0.00 0.01 0.00
H -5.58235 0.78315 -1.57184 0.00 0.00 -0.01
H -4.06527 2.57899 -2.47017 -0.01 -0.01 0.00
H -1.63378 2.31930 -2.17229 0.03 0.00 0.08
H -1.37061 -4.28650 -0.45255 0.00 0.00 -0.01
H 0.72050 -5.18519 -1.43220 0.00 0.01 0.00
H 2.38471 -3.58309 -2.41839 -0.01 0.00 0.00
H 1.99249 -1.16118 -2.13199 0.00 -0.01 0.03
```
Forces are in eV/Å.

Computed properties:
Orbital gap ... 6.7 eV
2S+1 ... 1
HOMO ... -15.38 eV
Charge ... +2
Max |F| ... 0.95 eV/Å
Energy relative to the best compared isomer or geometry (same formula, charge and spin) ... 15.9 kcal/mol
E_LUMO ... -8.649 eV

# 2
A structure of composition C17H13BrF2N6RuS2, computed with ωB97M-V/def2-TZVPD.

XYZ file:
```
42
Properties=species:S:1:pos:R:3:forces:R:3
Ru -0.89065 -0.22050 0.95788 1.65 1.28 -2.43
F 1.47178 -0.27912 -4.63885 0.06 -0.01 -0.03
C 0.54317 0.22624 -3.80250 0.00 -0.04 0.11
C 0.87028 0.44693 -2.48913 0.02 -0.02 0.03
C -0.11575 0.95877 -1.63826 0.55 0.21 0.07
C -1.40955 1.24947 -2.09074 -0.57 0.10 0.07
C -1.64584 1.00776 -3.43663 -0.11 -0.12 -0.07
F -2.87938 1.21860 -3.94819 0.00 0.00 -0.03
C -0.70892 0.49934 -4.31381 -0.11 0.03 -0.02
C -2.48058 1.66097 -1.13686 0.37 -0.05 -0.26
C -3.57027 2.43118 -1.53728 -0.11 0.19 -0.02
C -4.56756 2.74019 -0.63179 0.01 0.03 -0.17
C -4.46075 2.29046 0.67127 0.06 -0.07 0.05
C -3.33556 1.56457 1.01193 -0.04 0.19 -0.07
N -2.36821 1.26054 0.13596 -0.47 -0.87 1.18
H 1.84388 0.19675 -2.09435 0.01 0.03 -0.02
H -0.96590 0.28414 -5.34016 0.00 0.04 0.01
H -3.62885 2.78675 -2.55286 0.00 0.00 0.00
H -5.42036 3.33003 -0.94453 0.02 0.00 -0.02
H -5.22541 2.49278 1.40836 0.04 0.00 0.02
H -3.17697 1.21372 2.02269 0.03 -0.07 -0.01
Br -2.05809 -2.15357 -0.15518 -0.28 -0.15 -0.12
S -0.65135 -1.46305 5.60325 -0.07 0.11 -0.41
C -1.03450 -0.79062 4.13750 -0.11 0.08 0.68
N -1.31828 -0.31952 3.10836 0.21 0.04 0.05
N 0.58875 1.51933 0.80261 -0.14 0.51 0.35
C 0.19359 1.16979 -0.26208 -0.42 -1.30 0.54
C 5.47847 -0.88139 1.42429 -0.07 0.00 -0.04
C 4.52230 -1.33842 0.32041 0.02 -0.02 0.13
C 3.14133 -1.60225 0.82950 0.01 -0.02 0.01
N 2.08624 -1.02105 0.39342 -0.11 -0.09 0.00
N 0.94487 -1.42436 1.03391 -0.52 0.33 0.64
C 1.15051 -2.34013 1.94244 -0.09 -0.14 -0.16
N 0.16573 -2.96966 2.60392 0.11 -0.29 -0.02
S 2.82447 -2.75088 2.10782 0.07 -0.06 0.00
H 6.45847 -0.64425 1.00873 0.00 -0.01 0.01
H 5.60876 -1.66076 2.17728 0.01 0.02 0.01
H 5.08691 0.00551 1.92326 0.02 0.00 0.00
H 4.91231 -2.24653 -0.14656 0.00 0.03 -0.07
H 4.43692 -0.57282 -0.45038 -0.04 -0.02 -0.02
H -0.75936 -2.58743 2.44177 0.02 -0.02 -0.04
H 0.34337 -3.28750 3.54359 -0.05 0.15 0.06
```
Forces are in eV/Å.

Computed properties:
Orbital gap (alpha / beta) ... 6.2 / 6.0 eV
2S+1 ... 2
HOMO (alpha / beta) ... -3.75 / -3.57 eV
Charge ... -1
Max |F| ... 3.20 eV/Å
Energy relative to the best compared isomer or geometry (same formula, charge and spin) ... 46.3 kcal/mol
E_LUMO (alpha / beta) ... 2.462 / 2.463 eV

# 3
A structure of composition C17H13BrN4ReS, computed with ωB97M-V/def2-TZVPD.

XYZ file:
```
37
Properties=species:S:1:pos:R:3:forces:R:3
Re -1.00913 -0.15545 0.33821 0.56 0.35 0.16
N 0.29803 -0.12907 4.43034 0.18 -0.04 -0.03
C 0.12005 -0.40008 3.14619 -0.39 0.09 0.40
S -1.55184 -0.14388 2.51408 0.09 0.02 -0.33
N 1.07714 -0.88204 2.41567 0.17 0.09 -0.04
N 0.65564 -1.09827 1.13487 -0.24 -0.02 -0.08
C 1.20919 -2.03158 0.45374 0.08 -0.09 -0.22
C 0.61335 -2.30367 -0.84647 -0.03 0.00 -0.11
C 1.11051 -3.23341 -1.72878 0.00 -0.06 -0.09
C 0.44355 -3.44205 -2.93479 0.06 -0.03 0.03
C -0.69777 -2.71353 -3.21651 0.02 0.05 -0.04
C -1.15227 -1.79322 -2.29004 -0.04 0.01 0.10
N -0.51890 -1.59024 -1.12313 0.01 -0.03 0.15
H -0.44757 0.21867 5.00926 -0.02 0.00 -0.02
H 1.19695 -0.30844 4.85392 -0.02 0.01 0.03
H 2.02803 -2.61088 0.86289 0.01 -0.02 0.00
H 2.00375 -3.78881 -1.47916 0.00 -0.02 0.00
H 0.81866 -4.16882 -3.64302 0.00 0.00 0.00
H -1.23852 -2.84614 -4.14218 -0.01 -0.01 0.00
H -2.04012 -1.20340 -2.47175 0.00 0.00 0.02
Br -3.19392 0.84211 -0.57089 -0.54 0.06 -0.11
C -2.48809 2.57447 -0.97728 0.22 -0.08 0.01
C -3.28158 3.55541 -1.49971 0.03 -0.10 0.04
C -2.68856 4.79926 -1.78250 0.12 0.00 0.04
C -1.35463 4.99828 -1.53567 -0.11 0.00 -0.03
C -0.55183 3.97183 -0.98746 0.10 -0.01 0.01
C 0.82811 4.16785 -0.73093 -0.06 -0.01 0.00
C 1.60890 3.17495 -0.19100 -0.14 -0.02 -0.02
C 1.03188 1.94255 0.12829 -0.02 -0.23 0.08
C -0.31826 1.65895 -0.12054 -0.02 0.25 -0.02
C -1.12615 2.71397 -0.68763 -0.07 -0.14 0.05
H -4.33259 3.39148 -1.69513 0.00 -0.02 0.00
H -3.29607 5.59040 -2.19802 0.00 0.00 0.00
H -0.89753 5.95339 -1.75985 0.00 0.00 0.00
H 1.26465 5.13103 -0.96646 0.00 0.00 0.00
H 2.65842 3.34937 -0.00027 0.00 -0.04 0.01
H 1.65482 1.18559 0.58908 0.06 0.04 0.01
```
Forces are in eV/Å.

Computed properties:
Orbital gap (alpha / beta) ... 6.4 / 6.4 eV
2S+1 ... 2
HOMO (alpha / beta) ... -14.76 / -14.78 eV
Charge ... +2
Max |F| ... 0.68 eV/Å
Energy relative to the best compared isomer or geometry (same formula, charge and spin) ... 0.0 kcal/mol
E_LUMO (alpha / beta) ... -8.387 / -8.365 eV

Repeat the first record exactly.
A structure of composition C17H13AuN4O4, computed with ωB97M-V/def2-TZVPD.

XYZ file:
```
39
Properties=species:S:1:pos:R:3:forces:R:3
Au 0.03902 0.54481 -0.46706 -0.13 0.66 0.68
O 4.28409 -0.68539 1.44228 -0.02 0.00 0.04
C 3.11854 -0.25956 1.01382 -0.07 0.02 -0.01
O 2.47828 -0.72611 0.10263 0.43 -0.34 -0.07
C 2.58853 0.91882 1.74174 -0.12 0.04 -0.04
C 3.21520 1.48237 2.83546 -0.04 0.09 0.04
C 2.64720 2.60685 3.42393 0.10 -0.06 0.06
C 1.49868 3.13845 2.87371 -0.15 0.08 -0.06
C 0.94224 2.51377 1.76930 0.18 -0.28 -0.09
N 1.45687 1.41068 1.22089 0.06 -0.25 -0.14
C -0.23218 3.05562 1.04402 -0.32 0.00 -0.43
O -0.86307 4.02013 1.33412 0.17 -0.01 0.19
O -0.51036 2.37045 -0.08694 -0.10 0.36 0.09
H 4.58374 -1.44584 0.91735 0.00 0.00 0.01
H 4.13124 1.05192 3.21341 -0.01 -0.03 -0.03
H 3.11003 3.06268 4.28858 0.00 0.02 -0.01
H 1.02275 4.02887 3.26276 -0.02 0.00 -0.02
N -2.01526 -1.73501 -0.39459 0.17 0.18 0.41
C -2.57380 -0.56618 -0.86362 -0.10 -0.05 -0.22
C -3.96003 -0.44617 -0.94894 -0.01 -0.05 -0.04
C -4.50710 0.68569 -1.50199 -0.01 0.04 -0.01
C -3.67239 1.69158 -1.99664 -0.06 0.00 -0.01
C -2.32482 1.55883 -1.84532 0.18 -0.14 -0.06
N -1.78778 0.44756 -1.26497 -0.33 -0.08 -0.15
C -0.78374 -2.24877 -0.76928 -0.07 -0.03 -0.29
C -0.59257 -3.62626 -0.81175 -0.10 0.04 -0.02
C 0.56243 -4.11632 -1.37393 0.09 -0.02 -0.04
C 1.49804 -3.23147 -1.91214 -0.03 -0.09 -0.02
C 1.28865 -1.89030 -1.76621 -0.27 0.17 -0.14
N 0.17511 -1.39770 -1.15982 0.55 -0.25 0.28
H -2.68176 -2.41732 -0.06686 -0.01 -0.01 0.03
H -4.58143 -1.26217 -0.60448 0.00 0.01 0.00
H -5.58235 0.78315 -1.57184 0.00 0.00 -0.01
H -4.06527 2.57899 -2.47017 -0.01 -0.01 0.00
H -1.63378 2.31930 -2.17229 0.03 0.00 0.08
H -1.37061 -4.28650 -0.45255 0.00 0.00 -0.01
H 0.72050 -5.18519 -1.43220 0.00 0.01 0.00
H 2.38471 -3.58309 -2.41839 -0.01 0.00 0.00
H 1.99249 -1.16118 -2.13199 0.00 -0.01 0.03
```
Forces are in eV/Å.

Computed properties:
Orbital gap ... 6.7 eV
2S+1 ... 1
HOMO ... -15.38 eV
Charge ... +2
Max |F| ... 0.95 eV/Å
Energy relative to the best compared isomer or geometry (same formula, charge and spin) ... 15.9 kcal/mol
E_LUMO ... -8.649 eV

What did the first record say?
A structure of composition C17H13AuN4O4, computed with ωB97M-V/def2-TZVPD.

XYZ file:
```
39
Properties=species:S:1:pos:R:3:forces:R:3
Au 0.03902 0.54481 -0.46706 -0.13 0.66 0.68
O 4.28409 -0.68539 1.44228 -0.02 0.00 0.04
C 3.11854 -0.25956 1.01382 -0.07 0.02 -0.01
O 2.47828 -0.72611 0.10263 0.43 -0.34 -0.07
C 2.58853 0.91882 1.74174 -0.12 0.04 -0.04
C 3.21520 1.48237 2.83546 -0.04 0.09 0.04
C 2.64720 2.60685 3.42393 0.10 -0.06 0.06
C 1.49868 3.13845 2.87371 -0.15 0.08 -0.06
C 0.94224 2.51377 1.76930 0.18 -0.28 -0.09
N 1.45687 1.41068 1.22089 0.06 -0.25 -0.14
C -0.23218 3.05562 1.04402 -0.32 0.00 -0.43
O -0.86307 4.02013 1.33412 0.17 -0.01 0.19
O -0.51036 2.37045 -0.08694 -0.10 0.36 0.09
H 4.58374 -1.44584 0.91735 0.00 0.00 0.01
H 4.13124 1.05192 3.21341 -0.01 -0.03 -0.03
H 3.11003 3.06268 4.28858 0.00 0.02 -0.01
H 1.02275 4.02887 3.26276 -0.02 0.00 -0.02
N -2.01526 -1.73501 -0.39459 0.17 0.18 0.41
C -2.57380 -0.56618 -0.86362 -0.10 -0.05 -0.22
C -3.96003 -0.44617 -0.94894 -0.01 -0.05 -0.04
C -4.50710 0.68569 -1.50199 -0.01 0.04 -0.01
C -3.67239 1.69158 -1.99664 -0.06 0.00 -0.01
C -2.32482 1.55883 -1.84532 0.18 -0.14 -0.06
N -1.78778 0.44756 -1.26497 -0.33 -0.08 -0.15
C -0.78374 -2.24877 -0.76928 -0.07 -0.03 -0.29
C -0.59257 -3.62626 -0.81175 -0.10 0.04 -0.02
C 0.56243 -4.11632 -1.37393 0.09 -0.02 -0.04
C 1.49804 -3.23147 -1.91214 -0.03 -0.09 -0.02
C 1.28865 -1.89030 -1.76621 -0.27 0.17 -0.14
N 0.17511 -1.39770 -1.15982 0.55 -0.25 0.28
H -2.68176 -2.41732 -0.06686 -0.01 -0.01 0.03
H -4.58143 -1.26217 -0.60448 0.00 0.01 0.00
H -5.58235 0.78315 -1.57184 0.00 0.00 -0.01
H -4.06527 2.57899 -2.47017 -0.01 -0.01 0.00
H -1.63378 2.31930 -2.17229 0.03 0.00 0.08
H -1.37061 -4.28650 -0.45255 0.00 0.00 -0.01
H 0.72050 -5.18519 -1.43220 0.00 0.01 0.00
H 2.38471 -3.58309 -2.41839 -0.01 0.00 0.00
H 1.99249 -1.16118 -2.13199 0.00 -0.01 0.03
```
Forces are in eV/Å.

Computed properties:
Orbital gap ... 6.7 eV
2S+1 ... 1
HOMO ... -15.38 eV
Charge ... +2
Max |F| ... 0.95 eV/Å
Energy relative to the best compared isomer or geometry (same formula, charge and spin) ... 15.9 kcal/mol
E_LUMO ... -8.649 eV

- What is the charge in the first record?
  +2

What did the third record say?
A structure of composition C17H13BrN4ReS, computed with ωB97M-V/def2-TZVPD.

XYZ file:
```
37
Properties=species:S:1:pos:R:3:forces:R:3
Re -1.00913 -0.15545 0.33821 0.56 0.35 0.16
N 0.29803 -0.12907 4.43034 0.18 -0.04 -0.03
C 0.12005 -0.40008 3.14619 -0.39 0.09 0.40
S -1.55184 -0.14388 2.51408 0.09 0.02 -0.33
N 1.07714 -0.88204 2.41567 0.17 0.09 -0.04
N 0.65564 -1.09827 1.13487 -0.24 -0.02 -0.08
C 1.20919 -2.03158 0.45374 0.08 -0.09 -0.22
C 0.61335 -2.30367 -0.84647 -0.03 0.00 -0.11
C 1.11051 -3.23341 -1.72878 0.00 -0.06 -0.09
C 0.44355 -3.44205 -2.93479 0.06 -0.03 0.03
C -0.69777 -2.71353 -3.21651 0.02 0.05 -0.04
C -1.15227 -1.79322 -2.29004 -0.04 0.01 0.10
N -0.51890 -1.59024 -1.12313 0.01 -0.03 0.15
H -0.44757 0.21867 5.00926 -0.02 0.00 -0.02
H 1.19695 -0.30844 4.85392 -0.02 0.01 0.03
H 2.02803 -2.61088 0.86289 0.01 -0.02 0.00
H 2.00375 -3.78881 -1.47916 0.00 -0.02 0.00
H 0.81866 -4.16882 -3.64302 0.00 0.00 0.00
H -1.23852 -2.84614 -4.14218 -0.01 -0.01 0.00
H -2.04012 -1.20340 -2.47175 0.00 0.00 0.02
Br -3.19392 0.84211 -0.57089 -0.54 0.06 -0.11
C -2.48809 2.57447 -0.97728 0.22 -0.08 0.01
C -3.28158 3.55541 -1.49971 0.03 -0.10 0.04
C -2.68856 4.79926 -1.78250 0.12 0.00 0.04
C -1.35463 4.99828 -1.53567 -0.11 0.00 -0.03
C -0.55183 3.97183 -0.98746 0.10 -0.01 0.01
C 0.82811 4.16785 -0.73093 -0.06 -0.01 0.00
C 1.60890 3.17495 -0.19100 -0.14 -0.02 -0.02
C 1.03188 1.94255 0.12829 -0.02 -0.23 0.08
C -0.31826 1.65895 -0.12054 -0.02 0.25 -0.02
C -1.12615 2.71397 -0.68763 -0.07 -0.14 0.05
H -4.33259 3.39148 -1.69513 0.00 -0.02 0.00
H -3.29607 5.59040 -2.19802 0.00 0.00 0.00
H -0.89753 5.95339 -1.75985 0.00 0.00 0.00
H 1.26465 5.13103 -0.96646 0.00 0.00 0.00
H 2.65842 3.34937 -0.00027 0.00 -0.04 0.01
H 1.65482 1.18559 0.58908 0.06 0.04 0.01
```
Forces are in eV/Å.

Computed properties:
Orbital gap (alpha / beta) ... 6.4 / 6.4 eV
2S+1 ... 2
HOMO (alpha / beta) ... -14.76 / -14.78 eV
Charge ... +2
Max |F| ... 0.68 eV/Å
Energy relative to the best compared isomer or geometry (same formula, charge and spin) ... 0.0 kcal/mol
E_LUMO (alpha / beta) ... -8.387 / -8.365 eV